The following is a quantum chemistry calculation of an isolated molecule of C7H14, from the OMol25 dataset.

The geometry in XYZ format:
```
21
Properties=species:S:1:pos:R:3:forces:R:3:mulliken_charge:R:1
C -1.846432 1.145593 -0.379686 0.000 -0.054 0.082 -1.13
C -0.764956 0.356927 -1.137530 -0.014 -0.226 -0.111 -0.99
C 0.218179 -0.525628 -0.354564 -0.111 -0.244 0.001 1.47
C -0.149873 -2.019636 -0.518404 0.073 0.056 0.113 -1.82
C 1.710346 -0.296542 -0.317486 0.100 -0.047 -0.100 -1.02
C 0.903655 -0.161262 0.945198 -0.066 -0.082 0.157 0.19
C 0.821497 1.175328 1.654110 -0.051 0.038 -0.046 -1.57
H -2.728657 1.257782 -1.020256 0.137 0.013 0.093 0.39
H -2.164739 0.606258 0.516720 0.019 0.001 -0.051 0.29
H -1.558148 2.154905 -0.067279 0.197 -0.224 -0.053 0.29
H -1.282590 -0.422046 -1.689499 -0.364 0.280 -0.496 0.42
H -0.289923 0.981683 -1.904648 0.127 -0.024 0.336 0.34
H 0.193230 -2.404947 -1.491404 -0.045 0.212 0.186 0.35
H -1.233423 -2.205970 -0.483111 0.216 0.244 0.138 0.45
H 0.304079 -2.649328 0.255163 0.050 0.156 -0.093 0.40
H 2.326285 -1.180502 -0.469283 -0.013 0.166 0.112 0.28
H 2.141715 0.615747 -0.729525 -0.258 -0.127 0.030 0.28
H 0.962643 -0.998988 1.637257 0.084 0.088 -0.049 0.35
H -0.061988 1.240829 2.299503 0.098 -0.018 -0.127 0.32
H 0.794612 2.023661 0.960974 -0.024 -0.185 0.013 0.30
H 1.704487 1.306135 2.293750 -0.154 -0.022 -0.137 0.39
```
Forces are in eV/Å.

Values from the calculation:
Calculated total energy in eV: -7485.1680
LUMO in eV: 1.1
SMILES: CC[C@@]1(C)C[C@H]1C
Charge: 0